Record 1
{"formula": "C51H53BIN9O15S", "method": "wB97M-V/def2-TZVPD", "species": ["C", "C", "C", "I", "C", "C", "B", "O", "O", "C", "N", "C", "N", "S", "N", "C", "C", "O", "C", "C", "C", "C", "C", "C", "H", "H", "H", "H", "H", "H", "H", "H", "H", "H", "H", "H", "H", "H", "H", "H", "H", "H", "H", "H", "H", "H", "H", "C", "C", "C", "C", "C", "C", "N", "O", "O", "H", "H", "H", "H", "H", "C", "C", "C", "C", "C", "C", "N", "O", "O", "H", "H", "H", "H", "H", "C", "C", "C", "C", "C", "C", "N", "O", "O", "H", "H", "H", "H", "H", "C", "C", "C", "C", "C", "C", "N", "O", "O", "H", "H", "H", "H", "H", "C", "C", "C", "C", "C", "C", "N", "O", "O", "H", "H", "H", "H", "H", "C", "C", "C", "C", "C", "C", "N", "O", "O", "H", "H", "H", "H", "H"], "coordinates": [[-6.2959, 2.6137, 2.2662], [-5.3348, 1.9264, 1.2940], [-5.6100, 0.4510, 0.9103], [-7.4506, -0.3862, 1.6850], [-4.4692, -0.4831, 1.2112], [-3.9805, -0.6892, 2.5616], [-4.5357, 0.0273, 3.8720], [-5.5289, -0.5628, 4.6181], [-4.0206, 1.2124, 4.3182], [-2.9529, -1.5361, 2.8283], [-2.4988, -1.6990, 4.1769], [-2.3419, -2.2620, 1.7630], [-1.3573, -3.1416, 1.8364], [-1.0685, -3.6348, 0.3181], [-2.1548, -2.7581, -0.4637], [-2.8213, -2.0387, 0.4362], [-3.8853, -1.1288, 0.1547], [-4.3326, -0.9454, -1.1117], [-3.3654, -0.4902, -2.0640], [-3.5749, 0.9851, -2.4251], [-4.6571, 1.0321, -3.5200], [-2.2400, 1.5130, -2.9922], [-1.1907, 1.6934, -1.8885], [-2.3983, 2.8423, -3.7401], [-5.9354, 3.6326, 2.4315], [-7.2961, 2.7121, 1.8490], [-6.3321, 2.1351, 3.2419], [-5.4046, 2.4953, 0.3650], [-4.3300, 2.0330, 1.7008], [-5.7700, 0.3973, -0.1585], [-5.2840, -0.6094, 5.5483], [-3.2748, 1.4818, 3.7727], [-3.0602, -2.4148, 4.6254], [-1.5304, -1.9945, 4.1892], [-2.3439, -0.6593, -1.7364], [-3.4969, -1.0863, -2.9684], [-3.8918, 1.5804, -1.5650], [-5.5634, 0.5566, -3.1413], [-4.2814, 0.4948, -4.3908], [-4.9132, 2.0515, -3.8010], [-1.8728, 0.7728, -3.7127], [-0.3067, 2.1981, -2.2771], [-0.8413, 0.7348, -1.4994], [-1.5962, 2.2549, -1.0443], [-1.4058, 3.2732, -3.8873], [-2.8472, 2.7248, -4.7246], [-2.9471, 3.5737, -3.1399], [-0.3681, -4.9598, 4.5368], [0.8516, -4.7721, 3.9004], [2.0207, -5.2085, 4.5026], [1.9433, -5.8354, 5.7318], [0.7399, -6.0288, 6.3868], [-0.4231, -5.5834, 5.7795], [3.1831, -6.3280, 6.3556], [4.2274, -6.1413, 5.7600], [3.0916, -6.9011, 7.4204], [-1.2788, -4.6203, 4.0600], [0.8936, -4.2845, 2.9366], [2.9687, -5.0602, 4.0143], [0.7071, -6.5199, 7.3478], [-1.3742, -5.7283, 6.2742], [7.1543, -8.5768, 1.9711], [6.0941, -8.3033, 2.8250], [5.2415, -7.2451, 2.5568], [5.4706, -6.4790, 1.4284], [6.5245, -6.7289, 0.5689], [7.3709, -7.7891, 0.8475], [4.5593, -5.3632, 1.1298], [3.6479, -5.1608, 1.9110], [4.7636, -4.7115, 0.1291], [7.8153, -9.4069, 2.1823], [5.9293, -8.9140, 3.7017], [4.4181, -7.0228, 3.2190], [6.6828, -6.1108, -0.3020], [8.1995, -8.0018, 0.1864], [-1.2491, 8.7263, -1.2461], [-1.9179, 7.8603, -2.1032], [-1.2658, 6.7527, -2.6172], [0.0526, 6.5326, -2.2554], [0.7382, 7.3829, -1.4073], [0.0752, 8.4898, -0.9026], [0.7399, 5.3510, -2.7880], [0.1176, 4.6316, -3.5509], [1.8864, 5.1476, -2.4470], [-1.7640, 9.5887, -0.8435], [-2.9490, 8.0475, -2.3698], [-1.7758, 6.0738, -3.2848], [1.7657, 7.1999, -1.1338], [0.5971, 9.1640, -0.2378], [7.1260, 5.1778, -2.2723], [5.7910, 5.3439, -2.6180], [5.0072, 6.2501, -1.9218], [5.5796, 6.9730, -0.8908], [6.9045, 6.8143, -0.5257], [7.6803, 5.9073, -1.2275], [4.7595, 7.9489, -0.1593], [3.5913, 8.0733, -0.4864], [5.2860, 8.5835, 0.7286], [7.7382, 4.4748, -2.8218], [5.3620, 4.7745, -3.4325], [3.9685, 6.3855, -2.1823], [7.3248, 7.3877, 0.2865], [8.7192, 5.7713, -0.9601], [-2.9831, -7.7689, 1.2411], [-4.0224, -8.6311, 1.5675], [-4.0905, -9.1938, 2.8327], [-3.1096, -8.8769, 3.7541], [-2.0635, -8.0295, 3.4455], [-2.0029, -7.4730, 2.1794], [-3.1865, -9.4485, 5.1095], [-4.1034, -10.2057, 5.3501], [-2.3297, -9.1224, 5.9063], [-2.9384, -7.3259, 0.2547], [-4.7849, -8.8629, 0.8369], [-4.8958, -9.8630, 3.0960], [-1.3009, -7.7974, 4.1744], [-1.1900, -6.8034, 1.9308], [0.6880, 6.4269, -7.6210], [1.7406, 6.8955, -8.3961], [3.0483, 6.6676, -8.0010], [3.2758, 5.9687, -6.8299], [2.2428, 5.4976, -6.0392], [0.9379, 5.7320, -6.4446], [4.6657, 5.7083, -6.4222], [5.5535, 6.1397, -7.1252], [4.8454, 5.0735, -5.3994], [-0.3323, 6.6016, -7.9365], [1.5435, 7.4363, -9.3114], [3.8746, 7.0267, -8.5959], [2.4467, 4.9534, -5.1277], [0.1185, 5.3663, -5.8421]], "homo_ev": -8.472, "total_energy_ev": -117469.3850, "charge": 0, "spin_multiplicity": 1, "orbital_gap_ha": 0.2805}



Record 2
{"formula": "C4H8O", "method": "wB97M-V/def2-TZVPD", "species": ["C", "O", "C", "C", "C", "H", "H", "H", "H", "H", "H", "H", "H"], "coordinates": [[-1.5133, -0.6844, 0.1488], [-0.6443, -1.1795, -0.8061], [0.5721, -0.7234, -0.7976], [0.2528, 1.2413, 0.0745], [1.1648, 0.0586, 0.3161], [-1.2070, -0.8941, 1.1785], [-2.5173, -1.0420, -0.0745], [-1.0224, 0.5922, -0.0128], [1.0835, -0.8856, -1.7436], [0.6233, 1.9047, -0.7041], [-0.0572, 1.7975, 0.9630], [2.2343, 0.2265, 0.1600], [1.0306, -0.4119, 1.2978]], "homo_ev": [-7.191, -7.190], "total_energy_ev": -6320.5374, "charge": 0, "spin_multiplicity": 1, "orbital_gap_ha": [0.2900, 0.2899]}



Record 3
{"formula": "C20H28N2O4S", "method": "wB97M-V/def2-TZVPD", "species": ["C", "C", "H", "H", "O", "C", "O", "C", "C", "C", "N", "C", "C", "H", "H", "H", "H", "C", "C", "C", "O", "C", "N", "C", "C", "C", "C", "S", "H", "H", "H", "C", "H", "H", "H", "H", "H", "H", "H", "H", "H", "C", "C", "O", "C", "H", "H", "H", "H", "H", "H", "H", "H", "H", "H"], "coordinates": [[-2.3942, 1.1184, 1.1013], [-2.2001, -0.3826, 0.9695], [-2.3944, -0.7226, -0.0537], [-2.8620, -0.9316, 1.6476], [-0.8516, -0.7004, 1.3083], [-0.2790, -1.7152, 0.6634], [-0.8350, -2.3760, -0.1755], [1.1761, -1.9268, 1.0808], [1.9749, -2.3476, -0.1601], [2.0231, -1.2127, -1.1770], [2.6393, -0.0312, -0.6000], [1.9011, 0.4335, 0.5629], [1.8237, -0.6531, 1.6306], [1.2635, -0.2642, 2.4797], [2.8352, -0.8992, 1.9605], [2.4309, 1.3008, 0.9656], [0.8846, 0.7595, 0.2972], [2.8230, 1.0283, -1.5823], [1.5451, 1.5059, -2.1980], [0.9500, 1.1422, -3.3771], [-0.2485, 1.7790, -3.4489], [-0.3372, 2.4939, -2.3080], [0.7060, 2.3618, -1.5376], [-1.4923, 3.2839, -2.0261], [-1.6958, 4.0956, -0.9399], [-2.9550, 4.7209, -0.9632], [-3.6891, 4.3814, -2.0569], [-2.8608, 3.2873, -3.0895], [-4.6737, 4.7096, -2.3244], [-3.3010, 5.3950, -0.2006], [-0.9558, 4.2257, -0.1726], [1.3555, 0.2550, -4.4936], [1.1610, 0.7443, -5.4464], [2.4129, 0.0207, -4.4145], [0.7857, -0.6741, -4.4678], [3.4875, 0.6506, -2.3642], [3.3081, 1.8665, -1.0769], [2.6248, -1.5195, -2.0374], [0.9980, -1.0129, -1.5323], [1.5051, -3.2167, -0.6215], [2.9904, -2.6077, 0.1409], [1.2012, -3.0747, 2.1096], [0.2774, -2.8701, 3.3049], [-1.0544, -3.0780, 2.8948], [-1.9876, -2.8350, 3.9115], [-1.8128, -3.4878, 4.7769], [-1.9474, -1.7905, 4.2487], [-2.9697, -3.0471, 3.4933], [0.5349, -3.5921, 4.0979], [0.3893, -1.8587, 3.7230], [0.8889, -3.9934, 1.6099], [2.2241, -3.2010, 2.4687], [-3.4116, 1.3831, 0.8270], [-1.7042, 1.6460, 0.4468], [-2.2084, 1.4338, 2.1246]], "homo_ev": -7.928, "total_energy_ev": -43199.9464, "charge": 0, "spin_multiplicity": 1, "smiles": "CCOC(=O)C1(CCOC)CCN(Cc2nc(-c3cccs3)oc2C)CC1", "orbital_gap_ha": 0.3084}